Record 1
C6H12O | ωB97M-V/def2-TZVPD

ΔE to the lowest compared entry with this formula, charge and spin   653.03 kJ/mol
E_HOMO   -8.068 eV
Maximum force   4.21 eV/Å
Total energy   -8457.5857 eV

Last column: natural (NBO) charge in e.
Cartesian coordinates (Å):
C  -0.046  -0.426  -1.986  -0.64
C  0.557  -0.132  -0.569  0.13
C  1.880  0.590  -0.693  -0.64
C  0.024  1.138  0.921  -0.16
O  -1.143  0.517  -0.126  -0.52
C  -1.218  0.420  1.291  0.01
C  -1.170  -1.003  1.888  -0.62
H  0.694  -1.123  -2.485  0.20
H  -0.979  -0.918  -1.890  0.22
H  -0.127  0.468  -2.562  0.21
H  0.635  -1.013  -0.044  0.18
H  1.761  1.495  -1.250  0.21
H  2.596  -0.089  -1.216  0.19
H  2.208  0.771  0.291  0.23
H  -0.277  2.139  0.830  0.16
H  -2.023  1.110  1.574  0.20
H  -0.272  -1.633  1.568  0.20
H  -2.016  -1.490  1.579  0.21
H  -1.082  -0.820  2.881  0.21

Record 2
C6H12O | ωB97M-V/def2-TZVPD

ΔE to the lowest compared entry with this formula, charge and spin   117.16 kJ/mol
SMILES   CC(C)[C@H]1O[C@H]1C
E_HOMO   -9.953 eV
Maximum force   0.31 eV/Å
Total energy   -8463.1396 eV

Last column: natural (NBO) charge in e.
Cartesian coordinates (Å):
C  -1.927  -1.100  -0.405  -0.60
C  -0.804  -0.076  -0.177  -0.25
C  -1.375  1.162  0.515  -0.60
C  0.334  -0.741  0.581  0.07
O  1.227  -1.482  -0.250  -0.50
C  1.771  -0.425  0.532  0.06
C  2.395  0.798  -0.088  -0.64
H  -2.711  -0.675  -1.042  0.21
H  -1.559  -2.014  -0.883  0.22
H  -2.397  -1.381  0.547  0.20
H  -0.405  0.213  -1.157  0.21
H  -1.759  0.916  1.513  0.20
H  -2.215  1.557  -0.069  0.21
H  -0.630  1.958  0.618  0.21
H  0.030  -1.249  1.500  0.17
H  2.365  -0.825  1.359  0.17
H  1.690  1.389  -0.679  0.21
H  3.256  0.541  -0.714  0.22
H  2.763  1.424  0.733  0.22

Record 3
C6H12O | ωB97M-V/def2-TZVPD

ΔE to the lowest compared entry with this formula, charge and spin   450.90 kJ/mol
E_HOMO   -7.622 eV
Maximum force   3.52 eV/Å
Total energy   -8459.6807 eV

Last column: natural (NBO) charge in e.
Cartesian coordinates (Å):
C  -1.747  0.771  -0.409  -0.60
C  -0.870  -0.295  0.217  -0.25
C  -0.308  -1.309  -0.517  0.27
O  1.016  -1.372  -0.507  -0.46
C  1.501  -0.265  0.320  0.09
C  2.135  0.783  -0.568  -0.63
C  0.271  0.202  1.106  -0.45
H  -2.547  0.344  -1.017  0.24
H  -1.124  1.409  -1.055  0.20
H  -2.153  1.405  0.374  0.21
H  -2.172  -1.250  0.569  0.10
H  -0.789  -2.152  -1.010  0.22
H  -2.994  -1.767  -0.185  -0.21
H  2.245  -0.729  0.959  0.20
H  2.924  0.331  -1.174  0.22
H  2.571  1.572  0.055  0.22
H  1.396  1.235  -1.237  0.21
H  0.284  1.284  1.278  0.22
H  0.232  -0.283  2.090  0.22

Record 4
C6H12O | ωB97M-V/def2-TZVPD

ΔE to the lowest compared entry with this formula, charge and spin   438.42 kJ/mol
E_HOMO   -8.917 eV
Maximum force   1.81 eV/Å
Total energy   -8459.8100 eV

Last column: natural (NBO) charge in e.
Cartesian coordinates (Å):
C  0.328  -1.663  1.192  -0.58
O  -1.220  0.013  1.717  -0.74
C  -0.625  0.989  0.898  -0.06
C  -0.103  0.405  -0.438  -0.13
C  -0.518  -1.040  -0.484  -0.43
C  0.023  1.372  -1.589  -0.41
C  1.254  0.773  -0.962  -0.42
H  0.388  -1.289  2.253  0.24
H  1.298  -1.462  0.769  0.20
H  0.020  -2.694  1.264  0.20
H  -1.415  1.716  0.714  0.17
H  0.194  1.477  1.445  0.17
H  -1.360  -0.734  1.103  0.49
H  0.058  -1.686  -1.142  0.22
H  -1.574  -1.104  -0.883  0.22
H  -0.171  2.423  -1.367  0.22
H  -0.255  1.081  -2.599  0.22
H  1.889  1.401  -0.347  0.21
H  1.788  0.022  -1.545  0.21

Record 5
C6H12O | ωB97M-V/def2-TZVPD

ΔE to the lowest compared entry with this formula, charge and spin   180.10 kJ/mol
SMILES   CCC[C@H]1C[C@H]1O
E_HOMO   -9.292 eV
Maximum force   1.06 eV/Å
Total energy   -8462.4873 eV

Last column: natural (NBO) charge in e.
Cartesian coordinates (Å):
C  0.835  -1.563  0.424  -0.65
C  1.220  -0.349  1.291  -0.39
C  0.761  0.975  0.660  -0.40
C  -0.692  0.858  0.264  -0.24
C  -1.307  1.462  -0.970  -0.45
C  -1.178  -0.015  -0.893  0.08
O  -0.347  -0.540  -1.940  -0.72
H  -0.102  -2.019  0.777  0.19
H  0.709  -1.277  -0.632  0.24
H  1.602  -2.337  0.419  0.20
H  2.304  -0.323  1.440  0.20
H  0.781  -0.444  2.296  0.19
H  1.370  1.203  -0.222  0.20
H  0.905  1.807  1.367  0.21
H  -1.355  0.851  1.138  0.21
H  -0.591  1.880  -1.674  0.22
H  -2.283  1.933  -0.954  0.22
H  -2.025  -0.651  -0.645  0.19
H  -0.604  -1.450  -2.146  0.48

Record 6
C6H12O | ωB97M-V/def2-TZVPD

ΔE to the lowest compared entry with this formula, charge and spin   110.48 kJ/mol
SMILES   CC[C@@]1(C)C[C@H]1O
E_HOMO   -9.411 eV
Maximum force   0.31 eV/Å
Total energy   -8463.2089 eV

Last column: natural (NBO) charge in e.
Cartesian coordinates (Å):
C  -0.791  -1.923  0.232  -0.60
C  0.361  -1.004  0.647  -0.39
C  0.143  0.442  0.233  -0.08
C  -1.048  1.190  0.819  -0.60
C  1.351  1.303  -0.060  -0.43
C  0.503  0.812  -1.185  0.08
O  1.117  -0.110  -2.037  -0.70
H  -0.959  -1.874  -0.851  0.19
H  -1.732  -1.645  0.720  0.20
H  -0.583  -2.967  0.490  0.21
H  1.287  -1.366  0.186  0.22
H  0.508  -1.059  1.733  0.20
H  -1.831  0.509  1.168  0.21
H  -0.747  1.821  1.665  0.21
H  -1.499  1.847  0.062  0.21
H  2.337  0.852  0.009  0.23
H  1.308  2.354  0.215  0.21
H  -0.157  1.524  -1.684  0.17
H  0.435  -0.704  -2.374  0.47

Record 7
C6H12O | ωB97M-V/def2-TZVPD

ΔE to the lowest compared entry with this formula, charge and spin   450.75 kJ/mol
E_HOMO (alpha / beta)   -7.297 / -7.295 eV
Maximum force   0.62 eV/Å
Total energy   -8459.6822 eV

Last column: natural (NBO) charge in e.
Cartesian coordinates (Å):
C  1.785  1.348  0.874  -0.68
C  0.829  0.355  0.328  0.15
C  -0.500  -0.530  1.518  -0.58
C  -0.550  0.519  0.233  -0.26
O  -1.399  1.152  -1.746  -0.79
C  -1.440  0.069  -1.035  0.20
C  -0.865  -1.204  -1.683  -0.66
H  2.616  0.877  1.410  0.23
H  2.197  1.873  0.000  0.27
H  1.292  2.087  1.513  0.24
H  1.240  -0.575  -0.066  0.22
H  -1.491  -0.304  1.923  0.27
H  0.218  -0.382  2.334  0.23
H  -0.456  -1.562  1.171  0.24
H  -0.944  1.481  0.561  0.24
H  -2.429  -0.209  -0.565  0.09
H  0.123  -0.991  -2.107  0.20
H  -1.524  -1.477  -2.512  0.23
H  -0.803  -2.066  -1.003  0.18

Record 8
C6H12O | ωB97M-V/def2-TZVPD

ΔE to the lowest compared entry with this formula, charge and spin   108.68 kJ/mol
SMILES   CC[C@H]1C[C@]1(C)O
E_HOMO   -9.342 eV
Maximum force   0.71 eV/Å
Total energy   -8463.2275 eV

Last column: natural (NBO) charge in e.
Cartesian coordinates (Å):
C  2.166  -0.210  0.941  -0.60
C  1.404  -0.504  -0.349  -0.40
C  0.278  0.481  -0.687  -0.25
C  -0.828  0.004  -1.598  -0.43
C  -1.174  0.440  -0.220  0.24
C  -1.642  -0.488  0.867  -0.63
O  -1.884  1.650  -0.259  -0.70
H  2.977  -0.929  1.118  0.21
H  1.487  -0.249  1.798  0.20
H  2.613  0.788  0.900  0.20
H  1.003  -1.529  -0.306  0.20
H  2.127  -0.537  -1.182  0.21
H  0.530  1.531  -0.862  0.22
H  -0.905  -1.059  -1.811  0.21
H  -1.110  0.676  -2.399  0.23
H  -2.706  -0.717  0.755  0.22
H  -1.505  -0.028  1.857  0.20
H  -1.068  -1.416  0.845  0.21
H  -1.763  2.098  0.591  0.46

Record 9
C6H12O | ωB97M-V/def2-TZVPD

ΔE to the lowest compared entry with this formula, charge and spin   171.07 kJ/mol
SMILES   CCOCC1CC1
E_HOMO   -9.601 eV
Maximum force   0.40 eV/Å
Total energy   -8462.5809 eV

Last column: natural (NBO) charge in e.
Cartesian coordinates (Å):
C  -2.469  1.617  1.178  -0.64
C  -1.811  0.250  0.989  -0.07
O  -0.390  0.319  0.954  -0.54
C  0.057  -0.079  -0.326  -0.05
C  1.541  -0.053  -0.577  -0.25
C  1.994  -1.096  -1.570  -0.41
C  2.466  -1.155  -0.148  -0.41
H  -3.455  1.628  0.699  0.21
H  -2.603  1.873  2.233  0.21
H  -1.856  2.398  0.714  0.22
H  -2.173  -0.184  0.047  0.16
H  -2.108  -0.448  1.782  0.18
H  -0.300  -1.104  -0.516  0.16
H  -0.403  0.574  -1.086  0.17
H  1.987  0.935  -0.673  0.22
H  1.244  -1.825  -1.871  0.21
H  2.687  -0.828  -2.360  0.22
H  2.091  -1.941  0.499  0.22
H  3.502  -0.881  0.033  0.22

Record 10
C6H12O | ωB97M-V/def2-TZVPD

ΔE to the lowest compared entry with this formula, charge and spin   167.94 kJ/mol
SMILES   COCC1(C)CC1
E_HOMO   -9.693 eV
Maximum force   0.33 eV/Å
Total energy   -8462.6133 eV

Last column: natural (NBO) charge in e.
Cartesian coordinates (Å):
C  2.542  0.651  0.112  -0.25
O  1.479  0.550  1.025  -0.54
C  0.577  -0.515  0.800  -0.05
C  -0.693  -0.135  0.011  -0.09
C  -0.847  1.350  -0.233  -0.59
C  -1.246  -1.070  -1.038  -0.42
C  -1.908  -0.973  0.308  -0.42
H  2.197  0.816  -0.922  0.16
H  3.175  -0.250  0.134  0.17
H  3.150  1.514  0.409  0.19
H  1.070  -1.348  0.285  0.17
H  0.289  -0.849  1.803  0.19
H  -0.099  1.706  -0.952  0.21
H  -0.710  1.915  0.692  0.22
H  -1.836  1.575  -0.643  0.21
H  -0.722  -1.993  -1.280  0.21
H  -1.766  -0.630  -1.887  0.21
H  -1.770  -1.819  0.982  0.21
H  -2.882  -0.495  0.394  0.21

Record 11
C6H12O | ωB97M-V/def2-TZVPD

ΔE to the lowest compared entry with this formula, charge and spin   108.58 kJ/mol
SMILES   CC(C)[C@H]1O[C@H]1C
E_HOMO   -10.070 eV
Maximum force   0.27 eV/Å
Total energy   -8463.2285 eV

Last column: natural (NBO) charge in e.
Cartesian coordinates (Å):
C  -1.877  -0.944  -0.534  -0.60
C  -0.750  -0.008  -0.099  -0.25
C  -1.265  1.155  0.751  -0.60
C  0.297  -0.765  0.684  0.07
O  1.180  -1.617  -0.034  -0.50
C  1.726  -0.454  0.591  0.06
C  2.266  0.629  -0.320  -0.65
H  -2.603  -0.418  -1.165  0.21
H  -1.477  -1.793  -1.100  0.22
H  -2.411  -1.339  0.339  0.20
H  -0.270  0.396  -0.999  0.21
H  -1.777  0.783  1.647  0.20
H  -1.977  1.771  0.191  0.21
H  -0.444  1.803  1.082  0.21
H  -0.071  -1.200  1.619  0.18
H  2.336  -0.683  1.467  0.18
H  1.993  0.407  -1.356  0.23
H  3.358  0.675  -0.255  0.22
H  1.862  1.616  -0.056  0.21

Record 12
C6H12O | ωB97M-V/def2-TZVPD

ΔE to the lowest compared entry with this formula, charge and spin   245.92 kJ/mol
SMILES   C/C=C\C.C=CO
E_HOMO   -8.764 eV
Maximum force   2.71 eV/Å
Total energy   -8461.8051 eV

Last column: natural (NBO) charge in e.
Cartesian coordinates (Å):
C  2.811  -0.427  0.230  -0.53
C  1.566  -0.647  0.503  0.15
O  1.067  -0.233  1.702  -0.70
C  -0.643  1.152  -0.066  -0.16
C  -0.085  1.070  -1.452  -0.66
C  -1.636  0.424  0.410  -0.25
C  -2.004  -1.004  0.088  -0.66
H  1.024  1.098  -1.505  0.24
H  3.384  -1.118  -0.393  0.21
H  3.354  0.249  0.899  0.21
H  0.877  -1.203  -0.166  0.17
H  0.109  -0.213  1.690  0.49
H  -0.324  2.035  0.500  0.21
H  -0.488  0.201  -1.984  0.21
H  -0.599  1.936  -1.904  0.23
H  -2.230  0.878  1.203  0.20
H  -1.365  -1.482  -0.664  0.21
H  -3.049  -1.142  -0.201  0.22
H  -1.863  -1.562  1.025  0.22

Record 13
C6H12O | ωB97M-V/def2-TZVPD

ΔE to the lowest compared entry with this formula, charge and spin   369.32 kJ/mol
E_HOMO   -8.235 eV
Maximum force   0.41 eV/Å
Total energy   -8460.5262 eV

Last column: natural (NBO) charge in e.
Cartesian coordinates (Å):
C  -1.467  0.827  2.380  -0.59
C  -1.651  0.626  0.873  -0.60
C  -0.866  -0.513  0.361  0.21
C  -0.403  -0.394  -1.042  -0.61
C  1.027  -0.932  -1.144  0.11
C  2.020  0.089  -0.597  -0.64
O  1.289  -1.225  -2.507  -0.72
H  -2.193  1.534  2.792  0.21
H  -0.463  1.214  2.587  0.20
H  -1.563  -0.134  2.894  0.22
H  -1.556  1.575  0.314  0.19
H  -2.681  0.261  0.684  0.27
H  1.065  -1.846  -0.536  0.18
H  -0.486  0.595  -1.529  0.18
H  -1.042  -1.099  -1.602  0.28
H  2.034  0.973  -1.245  0.21
H  3.035  -0.323  -0.549  0.21
H  1.739  0.402  0.417  0.21
H  2.163  -1.631  -2.550  0.47